The following is a DFT calculation (ωB97M-V/def2-TZVPD) of a cluster of 17 separate species, C44H102O27S12 in total.

Output
Energy = -8546.84583 Ha
F_max = 5.6 eV Å⁻¹
2S+1 = 1
E_HOMO = -8.64 eV
Orbital gap = 8.11 eV

CARTESIAN COORDINATES (ANGSTROEM)
C  0.41  0.73  5.70
C  0.09  -0.16  4.54
C  0.75  -1.50  4.58
O  -0.31  -2.39  4.31
C  -1.45  -1.75  4.06
O  -2.54  -2.34  3.87
O  -1.31  -0.45  4.39
H  0.09  1.75  5.51
H  1.45  0.95  5.92
H  -0.12  0.50  6.62
H  0.49  0.22  3.60
H  1.16  -1.71  5.57
H  1.55  -1.35  3.85
C  0.24  -5.22  5.99
C  -1.11  -5.64  5.36
C  -0.83  -5.79  3.82
O  -1.14  -7.14  3.57
C  -1.61  -7.72  4.68
O  -2.07  -8.86  4.65
O  -1.54  -6.91  5.75
H  0.60  -4.26  5.60
H  1.09  -5.82  5.66
H  0.15  -5.20  7.08
H  -1.83  -4.82  5.45
H  0.22  -5.50  3.71
H  -1.58  -5.23  3.25
C  -1.74  3.90  5.71
C  -0.69  4.78  4.92
C  0.70  4.28  4.75
O  0.56  3.85  3.39
C  -0.40  4.47  2.77
O  -0.65  4.55  1.54
O  -1.24  4.90  3.71
H  -2.06  3.05  5.10
H  -2.64  4.44  6.01
H  -1.40  3.43  6.63
H  -0.45  5.79  5.26
H  0.89  3.44  5.41
H  1.43  5.08  4.79
C  5.11  5.66  1.76
C  3.91  4.67  1.76
C  2.61  5.45  1.10
O  2.28  4.49  0.18
C  3.34  3.59  -0.07
O  3.49  2.87  -1.02
O  4.30  3.77  0.80
H  6.02  5.05  1.78
H  5.10  6.36  2.59
H  5.14  6.39  0.96
H  3.78  4.13  2.69
H  2.92  6.45  0.78
H  1.86  5.41  1.89
C  1.01  1.78  -5.10
C  1.06  3.34  -5.06
C  0.13  4.18  -5.96
O  -0.30  5.25  -5.12
C  0.04  4.94  -3.82
O  -0.38  5.51  -2.83
O  0.89  3.87  -3.75
H  0.17  1.54  -4.44
H  1.87  1.25  -4.69
H  0.83  1.36  -6.09
H  2.01  3.71  -5.44
H  -0.71  3.57  -6.29
H  0.71  4.53  -6.81
C  -3.51  4.20  -7.05
S  -3.91  2.93  -5.71
O  -5.38  2.62  -5.94
C  -3.00  1.47  -6.28
H  -4.16  3.99  -7.90
H  -2.47  4.34  -7.35
H  -3.95  5.16  -6.78
H  -3.25  0.52  -5.82
H  -1.94  1.70  -6.11
H  -3.23  1.30  -7.33
C  2.40  -3.18  1.72
S  3.29  -3.25  3.28
O  2.47  -4.14  4.26
C  4.75  -4.23  2.85
H  2.78  -2.48  0.97
H  1.32  -3.05  1.85
H  2.60  -4.13  1.23
H  5.23  -3.67  2.05
H  4.39  -5.23  2.61
H  5.43  -4.27  3.70
C  4.96  -1.34  -1.76
S  4.84  -2.58  -3.09
O  3.75  -1.99  -4.02
C  3.86  -3.81  -2.15
H  5.30  -1.90  -0.88
H  3.94  -0.98  -1.65
H  5.70  -0.56  -1.97
H  2.98  -3.22  -1.89
H  4.57  -4.31  -1.49
H  3.67  -4.42  -3.04
C  -1.14  -0.46  0.49
S  0.59  -0.61  -0.18
O  0.63  -2.07  -0.68
C  0.61  0.43  -1.71
H  -1.25  -1.50  0.81
H  -1.99  -0.23  -0.15
H  -1.17  0.21  1.35
H  0.60  1.50  -1.48
H  -0.31  0.21  -2.26
H  1.36  0.06  -2.41
C  -6.09  3.78  -1.52
S  -4.34  3.56  -0.94
O  -4.16  2.29  -1.79
C  -3.54  4.93  -1.84
H  -6.90  3.08  -1.28
H  -6.09  3.86  -2.61
H  -6.52  4.72  -1.19
H  -4.37  5.64  -1.92
H  -3.26  4.74  -2.87
H  -2.64  5.26  -1.33
C  -1.67  -3.23  -4.90
S  -0.84  -1.78  -5.66
O  -1.11  -0.64  -4.69
C  0.89  -2.20  -5.23
H  -1.23  -3.67  -4.01
H  -1.61  -4.06  -5.60
H  -2.70  -2.88  -4.75
H  1.15  -2.63  -4.26
H  1.60  -1.38  -5.28
H  1.18  -2.93  -5.98
C  0.74  -6.13  -0.87
S  2.24  -7.10  -0.51
O  3.30  -5.98  -0.32
C  1.49  -7.70  1.11
H  0.97  -5.52  -1.75
H  0.49  -5.44  -0.07
H  0.07  -6.93  -1.16
H  2.18  -8.47  1.46
H  0.41  -7.90  1.10
H  1.49  -6.90  1.84
C  -5.69  3.26  2.83
S  -4.74  2.27  4.07
O  -5.69  1.19  4.62
C  -3.71  1.31  2.79
H  -5.21  4.11  2.37
H  -6.52  3.62  3.44
H  -5.93  2.57  2.02
H  -4.30  0.69  2.11
H  -2.90  0.72  3.21
H  -3.26  2.14  2.24
C  3.85  1.39  3.82
S  5.24  0.43  4.62
O  5.64  -0.53  3.51
C  6.52  1.78  4.67
H  3.61  2.37  4.23
H  3.05  0.65  3.84
H  4.16  1.64  2.80
H  7.38  1.12  4.53
H  6.52  2.29  5.63
H  6.39  2.35  3.76
C  5.90  2.32  -3.48
S  4.84  2.73  -4.91
O  5.79  3.38  -5.94
C  4.41  0.93  -5.29
H  6.79  1.77  -3.78
H  5.20  1.73  -2.88
H  6.25  3.24  -3.02
H  3.97  0.84  -6.28
H  3.75  0.47  -4.55
H  5.30  0.33  -5.50
C  -5.07  -0.39  -3.13
S  -6.74  -0.70  -2.50
O  -7.04  -2.24  -2.31
C  -6.52  0.03  -0.83
H  -4.50  -0.76  -2.27
H  -4.82  0.64  -3.39
H  -4.89  -1.15  -3.88
H  -6.56  -0.75  -0.07
H  -7.32  0.74  -0.63
H  -5.60  0.53  -0.54
C  -5.09  -4.13  0.15
S  -3.26  -4.04  0.22
O  -2.73  -5.47  0.51
C  -3.24  -3.59  -1.58
H  -5.53  -3.13  0.22
H  -5.39  -4.70  1.03
H  -5.49  -4.53  -0.78
H  -2.20  -3.40  -1.84
H  -3.72  -2.63  -1.74
H  -3.69  -4.34  -2.23

These are the Löwdin partial charges, in e, on atoms 1 to 4:
1 C -0.0023
2 C -0.3171
3 C -0.1286
4 O 0.0702


The following is a DFT calculation (ωB97M-V/def2-TZVPD) of a cluster of 7 separate species, C44H104N2O8 in total.

Output
SMILES = CCCCCCCCCCCCCCCCCCCC[C@@H](COC)NC[C@@H](O)CN.CC(C)O.CC(C)O.CC(C)O.CC(C)O.CC(C)O.CC(C)O
Energy = -2450.23875 Ha
F_max = 0.3 eV Å⁻¹
2S+1 = 1
E_HOMO = -8.30 eV
Orbital gap = 8.83 eV

CARTESIAN COORDINATES (ANGSTROEM)
C  -4.91  -0.78  -5.06
C  -4.17  -1.22  -3.81
C  -2.90  -2.01  -4.11
C  -2.13  -2.37  -2.84
C  -0.65  -2.71  -3.06
C  -0.39  -3.75  -4.17
C  0.53  -3.26  -5.29
C  0.27  -3.94  -6.63
C  1.20  -3.55  -7.79
C  1.93  -2.20  -7.71
C  3.30  -2.22  -6.99
C  3.39  -1.37  -5.71
C  3.93  0.06  -5.91
C  5.01  0.50  -4.90
C  4.62  1.76  -4.14
C  5.72  2.29  -3.23
C  5.33  3.53  -2.42
C  4.08  3.40  -1.55
C  3.39  4.74  -1.29
C  2.16  4.59  -0.37
C  2.11  5.56  0.83
C  1.25  6.79  0.51
O  0.01  6.37  -0.05
C  -1.03  7.29  0.14
N  1.75  4.86  2.05
C  2.04  5.53  3.30
C  0.89  6.34  3.96
O  -0.33  6.06  3.30
C  0.77  5.98  5.43
N  -0.26  6.80  6.08
H  -5.38  -1.62  -5.56
H  -5.68  -0.04  -4.84
H  -4.22  -0.33  -5.79
H  -3.92  -0.35  -3.19
H  -4.83  -1.85  -3.20
H  -3.18  -2.92  -4.65
H  -2.26  -1.42  -4.78
H  -2.18  -1.51  -2.15
H  -2.62  -3.20  -2.32
H  -0.23  -3.07  -2.12
H  -0.11  -1.79  -3.30
H  -1.34  -4.07  -4.62
H  0.04  -4.65  -3.73
H  1.58  -3.42  -5.01
H  0.41  -2.18  -5.39
H  0.34  -5.02  -6.46
H  -0.77  -3.76  -6.91
H  0.61  -3.56  -8.71
H  1.95  -4.34  -7.93
H  1.29  -1.46  -7.23
H  2.07  -1.85  -8.73
H  4.07  -1.87  -7.68
H  3.56  -3.26  -6.75
H  2.39  -1.30  -5.27
H  4.00  -1.88  -4.96
H  4.32  0.16  -6.93
H  3.10  0.77  -5.83
H  5.20  -0.30  -4.18
H  5.97  0.67  -5.42
H  4.34  2.54  -4.86
H  3.71  1.54  -3.58
H  6.06  1.50  -2.56
H  6.58  2.55  -3.85
H  6.16  3.80  -1.77
H  5.21  4.38  -3.11
H  4.35  2.95  -0.59
H  3.34  2.73  -2.00
H  4.11  5.45  -0.87
H  3.08  5.16  -2.25
H  1.25  4.72  -0.95
H  2.13  3.58  0.04
H  3.13  5.95  0.99
H  1.78  7.44  -0.20
H  1.06  7.36  1.42
H  -1.90  6.92  -0.40
H  -1.28  7.39  1.20
H  -0.77  8.28  -0.26
H  0.77  4.58  2.01
H  2.89  6.20  3.12
H  2.39  4.80  4.03
H  1.11  7.42  3.91
H  -0.92  6.81  3.42
H  0.50  4.92  5.50
H  1.75  6.08  5.91
H  -0.79  6.26  6.75
H  0.16  7.56  6.60
C  5.92  4.57  7.25
C  4.72  5.29  7.84
C  4.68  5.19  9.35
O  3.51  4.80  7.27
H  5.89  3.50  7.50
H  5.93  4.66  6.16
H  6.85  4.97  7.64
H  4.75  6.34  7.54
H  4.61  4.15  9.67
H  3.82  5.73  9.75
H  5.59  5.62  9.80
H  3.42  3.87  7.49
C  -1.59  -4.45  0.87
C  -3.10  -4.54  0.70
C  -3.70  -5.59  1.62
O  -3.44  -4.79  -0.67
H  -1.12  -5.40  0.60
H  -1.18  -3.67  0.22
H  -1.34  -4.23  1.90
H  -3.55  -3.57  0.92
H  -3.29  -6.58  1.40
H  -4.78  -5.64  1.49
H  -3.48  -5.36  2.66
H  -3.08  -5.65  -0.92
C  -1.34  3.80  -3.14
C  -0.62  2.49  -2.89
C  -0.68  2.07  -1.43
O  0.73  2.56  -3.34
H  -0.88  4.60  -2.55
H  -1.29  4.07  -4.19
H  -2.39  3.73  -2.85
H  -1.07  1.70  -3.51
H  -0.21  2.83  -0.80
H  -0.17  1.12  -1.28
H  -1.72  1.96  -1.09
H  1.18  3.24  -2.83
C  0.90  -3.91  4.34
C  -0.22  -2.88  4.27
C  0.11  -1.63  5.07
O  -1.46  -3.45  4.68
H  1.05  -4.23  5.38
H  0.64  -4.79  3.75
H  1.84  -3.51  3.97
H  -0.38  -2.61  3.22
H  0.24  -1.88  6.12
H  -0.70  -0.91  4.98
H  1.03  -1.16  4.71
H  -1.38  -3.71  5.60
C  -6.41  -3.07  -0.64
C  -6.70  -2.75  0.82
C  -8.12  -2.25  1.03
O  -5.75  -1.82  1.34
H  -6.53  -2.17  -1.25
H  -5.38  -3.43  -0.74
H  -7.08  -3.83  -1.02
H  -6.55  -3.65  1.42
H  -8.28  -1.33  0.46
H  -8.30  -2.04  2.08
H  -8.85  -2.99  0.69
H  -5.82  -1.01  0.83
C  -1.88  -7.84  4.73
C  -3.38  -8.04  4.61
C  -3.92  -9.01  5.65
O  -3.73  -8.46  3.29
H  -1.36  -8.79  4.58
H  -1.53  -7.13  3.98
H  -1.61  -7.46  5.72
H  -3.88  -7.08  4.72
H  -3.46  -9.99  5.53
H  -5.00  -9.13  5.54
H  -3.71  -8.66  6.66
H  -3.33  -9.32  3.12

These are the Löwdin partial charges, in e, on atoms 1 to 4:
1 C -0.1173
2 C -0.2746
3 C -0.2291
4 C -0.2124


> Among the records above, which one has the lowest E_HOMO?

C44H102O27S12